# 1
ORCA calculation (wB97M-V/def2-TZVPD) on a 2-piece molecular cluster, C3H2N2O overall.

Positions of all 8 atoms, in Å:
1 C -0.26691 0.08754 -1.53936
2 C -0.50468 0.36825 0.99281
3 C -0.06656 -0.22023 -0.17330
4 N -0.38397 0.41828 -2.64892
5 N 0.83521 0.64044 0.56036
6 O -1.23584 0.49030 1.91063
7 H -0.14380 -2.04162 -0.03525
8 H 1.76656 0.25703 0.93303

Results
2S+1: 1
highest occupied orbital energy: -10.9 eV
total charge: 0
ΔE to the lowest compared entry with this formula, charge and spin: 94.9 kcal per mole
E_tot: -8165.5957 eV
HOMO-LUMO gap: 9.406 eV

# 2
ORCA calculation (wB97M-V/def2-TZVPD) on one molecule with the formula C3H2N2O.

Positions of all 8 atoms, in Å:
1 C -0.35688 0.97794 0.24435
2 C -0.08404 0.19632 -1.04183
3 C 0.48723 -0.96334 0.67443
4 N 0.01433 0.24641 1.22223
5 N 0.49829 -0.89687 -0.75964
6 O 0.62382 -2.05511 1.27724
7 H -0.76603 1.88886 0.37739
8 H -0.41672 0.60579 -1.99419

Results
2S+1: 3
highest occupied orbital energy (spin up / spin down): -8.4 / -11.0 eV
total charge: 0
ΔE to the lowest compared entry with this formula, charge and spin: 0.0 kcal per mole
E_tot: -8166.7567 eV
HOMO-LUMO gap (spin up / spin down): 9.429 / 6.937 eV

# 3
ORCA calculation (wB97M-V/def2-TZVPD) on a 2-piece molecular cluster, C3H2N2O2 overall.

Positions of all 9 atoms, in Å:
1 O 1.13000 2.35830 0.50518
2 C 1.04146 1.29990 0.10314
3 N 1.02218 0.24740 -0.47277
4 C 1.19350 -1.09968 -0.13152
5 O 1.52993 -1.45440 0.98671
6 H 0.62674 -1.73240 -0.94218
7 C -2.20400 0.09861 -0.00530
8 N -1.92025 1.20953 0.14665
9 H -2.41956 -0.92726 -0.18992

Results
2S+1: 1
SMILES string: O=C=NC=O.C#N
highest occupied orbital energy: -11.0 eV
total charge: 0
ΔE to the lowest compared entry with this formula, charge and spin: 26.3 kcal per mole
E_tot: -10217.0472 eV
HOMO-LUMO gap: 11.172 eV

# 4
ORCA calculation (wB97M-V/def2-TZVPD) on one molecule with the formula C3H2N2O2.

Positions of all 9 atoms, in Å:
1 O -2.51940 0.03442 -0.89686
2 C -1.72991 0.24467 -0.01322
3 C -0.39759 -0.51762 0.03392
4 O -0.29414 -1.66227 -0.30780
5 N 0.64667 0.25616 0.61891
6 C 1.86123 0.33156 -0.08103
7 N 2.01054 -0.65648 0.64366
8 H -1.91035 0.97846 0.79576
9 H 2.33297 0.99109 -0.79334

Results
2S+1: 1
SMILES string: O=CC(=O)N1C=N1
highest occupied orbital energy: -10.1 eV
total charge: 0
ΔE to the lowest compared entry with this formula, charge and spin: 88.0 kcal per mole
E_tot: -10214.3726 eV
HOMO-LUMO gap: 9.426 eV

# 5
ORCA calculation (wB97M-V/def2-TZVPD) on C3H2N2O2 as an isolated structure.

Positions of all 9 atoms, in Å:
1 C 0.59756 -1.60979 -0.02923
2 C -1.37095 0.01149 -0.11000
3 C -0.19180 -0.52388 -0.11529
4 N 1.44404 -2.34588 0.22816
5 N 1.01246 1.00828 0.08314
6 O 2.14568 0.82933 -0.23691
7 O 0.39021 1.99160 0.26820
8 H -1.62988 1.15654 -0.11433
9 H -2.39732 -0.51768 0.02626

Results
2S+1: 1
highest occupied orbital energy (spin up / spin down): -10.5 / -10.5 eV
total charge: 0
ΔE to the lowest compared entry with this formula, charge and spin: 130.7 kcal per mole
E_tot: -10212.5215 eV
HOMO-LUMO gap (spin up / spin down): 9.478 / 9.478 eV

# 6
ORCA calculation (wB97M-V/def2-TZVPD) on one molecule with the formula C3H2N2O2.

Positions of all 9 atoms, in Å:
1 N -1.39988 -0.56141 -0.46262
2 C -0.73619 0.33460 0.09119
3 O 0.61837 0.46516 0.31757
4 C 1.50583 -0.42388 -0.20874
5 O 1.24250 -1.37858 -0.88332
6 C -1.40646 1.78505 0.47956
7 N -1.53306 1.14304 1.47513
8 H -0.80734 -1.26706 -0.90064
9 H 2.51410 -0.10881 0.08350

Results
2S+1: 1
highest occupied orbital energy: -11.3 eV
total charge: 0
ΔE to the lowest compared entry with this formula, charge and spin: 71.2 kcal per mole
E_tot: -10215.1037 eV
HOMO-LUMO gap: 10.721 eV

# 7
ORCA calculation (wB97M-V/def2-TZVPD) on one molecule with the formula C3H2N2O2.

Positions of all 9 atoms, in Å:
1 H 1.89147 1.90313 0.50574
2 N 1.08721 1.59114 1.05170
3 C 0.43613 0.64844 0.53444
4 C -0.73646 0.02885 1.13969
5 N -1.60648 -0.73385 1.16898
6 O 0.67505 -0.04233 -0.62940
7 C -0.34018 -0.91772 -1.11913
8 O -0.13243 -2.07385 -1.26108
9 H -1.27431 -0.40379 -1.39094

Results
2S+1: 1
SMILES string: [H]/N=C(/C#N)OC=O
highest occupied orbital energy: -11.6 eV
total charge: 0
ΔE to the lowest compared entry with this formula, charge and spin: 34.6 kcal per mole
E_tot: -10216.6875 eV
HOMO-LUMO gap: 11.519 eV

# 8
ORCA calculation (wB97M-V/def2-TZVPD) on one molecule with the formula C3H2N2O2.

Positions of all 9 atoms, in Å:
1 O 1.21673 -1.81713 -1.78020
2 C 0.68887 -1.53319 -0.74288
3 C 0.17837 -0.14916 -0.31485
4 N -0.37202 -0.10619 0.86941
5 C -0.73086 1.20717 0.99737
6 N -0.47710 2.02239 0.03456
7 O 0.22216 0.98150 -0.97662
8 H 0.49897 -2.27344 0.06363
9 H -1.22512 1.66806 1.84957

Results
2S+1: 1
SMILES string: O=Cc1ncno1
highest occupied orbital energy: -11.1 eV
total charge: 0
ΔE to the lowest compared entry with this formula, charge and spin: 47.5 kcal per mole
E_tot: -10216.1292 eV
HOMO-LUMO gap: 10.274 eV

# 9
ORCA calculation (wB97M-V/def2-TZVPD) on C3H2N2O2 as an isolated structure.

Positions of all 9 atoms, in Å:
1 C -0.37576 0.04073 -1.57457
2 C -0.03240 1.41812 0.74572
3 C -0.10387 -0.20807 -0.28991
4 N -0.82919 0.39299 -2.61495
5 N 0.24014 -1.39272 0.44435
6 O -0.09035 -2.43944 -0.01834
7 O 0.95012 -1.19867 1.40046
8 H 0.27536 1.19970 1.83113
9 H -0.03405 2.18737 0.07611

Results
2S+1: 1
highest occupied orbital energy (spin up / spin down): -10.5 / -10.4 eV
total charge: 0
ΔE to the lowest compared entry with this formula, charge and spin: 193.1 kcal per mole
E_tot: -10209.8161 eV
HOMO-LUMO gap (spin up / spin down): 9.184 / 7.810 eV

# 10
ORCA calculation (wB97M-V/def2-TZVPD) on one molecule with the formula C3H2N2O2.

Positions of all 9 atoms, in Å:
1 H -1.92664 -2.08861 -0.08134
2 N -1.94128 -1.08460 0.08315
3 C -0.82852 -0.48736 0.05458
4 C -0.74263 0.95495 0.28394
5 N -0.20243 1.97335 0.39081
6 O 0.46122 -0.86947 -0.15223
7 C 1.48544 0.33147 -0.20042
8 O 1.86852 0.80109 -1.20535
9 H 1.82631 0.46916 0.82686

Results
2S+1: 1
SMILES string: [H]/N=C(/C#N)OC=O
highest occupied orbital energy: -11.4 eV
total charge: 0
ΔE to the lowest compared entry with this formula, charge and spin: 45.0 kcal per mole
E_tot: -10216.2357 eV
HOMO-LUMO gap: 11.691 eV

# 11
ORCA calculation (wB97M-V/def2-TZVPD) on one molecule with the formula C3H2N2O2S.

Positions of all 10 atoms, in Å:
1 O 2.79340 -0.18149 0.01618
2 C 1.56846 -0.14864 -0.19925
3 N 0.59884 -1.06369 -0.35936
4 C -0.51821 -0.26950 -0.08171
5 C -1.91510 -0.71301 0.21508
6 S -3.21919 0.25125 -0.20856
7 O -0.28398 0.94036 0.20717
8 N 1.00096 1.09638 -0.24578
9 H -1.84119 -1.83784 0.64905
10 H 1.81600 1.92616 0.00718

Results
2S+1: 1
SMILES string: O=c1nc(C=S)o[nH]1
highest occupied orbital energy: -10.0 eV
total charge: 0
ΔE to the lowest compared entry with this formula, charge and spin: 122.1 kcal per mole
E_tot: -21049.4373 eV
HOMO-LUMO gap: 7.836 eV

# 12
ORCA calculation (wB97M-V/def2-TZVPD) on one molecule with the formula C3H2N2O2S.

Positions of all 10 atoms, in Å:
1 N -1.37170 2.41275 -0.28009
2 C -1.55211 1.25286 -0.09531
3 C -1.61308 -0.16978 0.01348
4 S -2.92474 -1.11019 -0.43765
5 O -0.63858 -0.76142 0.89174
6 C 0.64072 -0.23585 0.74531
7 N 1.14155 -0.47207 -0.60025
8 O 2.47472 -0.51347 -0.56611
9 H 1.12179 0.05962 1.79036
10 H 2.72141 -0.46244 -1.46147

Results
2S+1: 1
SMILES string: N#CC(=S)O/C=N/O
highest occupied orbital energy: -9.6 eV
total charge: 0
ΔE to the lowest compared entry with this formula, charge and spin: 145.4 kcal per mole
E_tot: -21048.4282 eV
HOMO-LUMO gap: 7.855 eV

# 13
ORCA calculation (wB97M-V/def2-TZVPD) on C3H2N2O3 as an isolated structure.

Positions of all 10 atoms, in Å:
1 C 0.23459 0.84016 0.63454
2 C 0.14595 -1.17142 -0.16119
3 C -0.28780 -1.91127 -1.34099
4 H -1.30900 3.42854 1.81366
5 H 1.50070 0.59155 1.05526
6 N -0.43939 1.97048 0.75699
7 N -0.79701 -2.09377 -2.41697
8 O 0.58664 2.85075 1.25277
9 O -0.32739 0.10780 -0.26555
10 O 0.72907 -1.67129 0.75737

Results
2S+1: 1
highest occupied orbital energy: -9.4 eV
total charge: 0
ΔE to the lowest compared entry with this formula, charge and spin: 265.5 kcal per mole
E_tot: -12255.4685 eV
HOMO-LUMO gap: 6.210 eV

# 14
ORCA calculation (wB97M-V/def2-TZVPD) on one molecule with the formula C3H2N2O3.

Positions of all 10 atoms, in Å:
1 O 0.40996 -2.27869 -0.61010
2 C 0.50806 -1.92515 0.63270
3 O 0.40394 -0.80802 1.29560
4 C -0.18371 0.25873 0.55310
5 C -0.80982 0.00817 -0.71181
6 O -0.65292 1.36697 -1.31177
7 N -0.05277 2.27914 -0.34993
8 N 0.31767 1.63573 0.64752
9 H 1.02479 -2.82061 1.18499
10 H -1.25400 -0.87612 -1.10191

Results
2S+1: 1
SMILES string: O=COc1conn1
highest occupied orbital energy: -10.3 eV
total charge: 0
ΔE to the lowest compared entry with this formula, charge and spin: 131.8 kcal per mole
E_tot: -12261.2659 eV
HOMO-LUMO gap: 10.260 eV

# 15
ORCA calculation (wB97M-V/def2-TZVPD) on C3H2N2OS2 as an isolated structure.

Positions of all 10 atoms, in Å:
1 C -1.93943 -0.44608 0.46781
2 C -0.03474 0.04326 -0.15647
3 C 1.10258 0.71325 -0.70888
4 N -1.27870 0.52875 -0.01141
5 N 0.04496 -1.24772 0.21548
6 O -1.24008 -1.53430 0.60632
7 S 2.71637 0.70739 0.89286
8 S 2.70092 -0.08851 -0.96088
9 H -2.94293 -0.31676 0.68935
10 H 0.87106 1.64073 -1.03418

Results
2S+1: 1
highest occupied orbital energy (spin up / spin down): -8.3 / -8.3 eV
total charge: 0
ΔE to the lowest compared entry with this formula, charge and spin: 60.1 kcal per mole
E_tot: -29838.1879 eV
HOMO-LUMO gap (spin up / spin down): 6.923 / 6.923 eV

# 16
ORCA calculation (wB97M-V/def2-TZVPD) on one molecule with the formula C3H2N2S2.

Positions of all 9 atoms, in Å:
1 S 4.70928 -1.04047 0.03214
2 C 3.14813 -0.76710 -0.00614
3 N 1.91906 -0.90952 -0.15975
4 C 0.76450 -0.28473 -0.07633
5 C 0.29146 1.00530 0.13816
6 N 1.02175 2.04270 0.05079
7 S 2.59018 2.09814 -0.00015
8 H 0.00108 -1.01883 -0.27879
9 H -0.84882 0.92769 0.00902

Results
2S+1: 1
SMILES string: S=C=N/C=C\N=S
highest occupied orbital energy (spin up / spin down): -7.9 / -8.2 eV
total charge: 0
ΔE to the lowest compared entry with this formula, charge and spin: 61.3 kcal per mole
E_tot: -27790.4988 eV
HOMO-LUMO gap (spin up / spin down): 6.096 / 6.400 eV

# 17
ORCA calculation (wB97M-V/def2-TZVPD) on C3H2N3 as an isolated structure.

Positions of all 8 atoms, in Å:
1 C 1.09653 0.48816 1.01217
2 C 1.26406 -0.63747 0.15932
3 C -0.73348 0.16585 -0.39696
4 N 0.29064 1.38154 1.31297
5 N -0.70740 1.07425 0.48726
6 N 0.18465 -0.88723 -0.55909
7 H -1.73327 0.13219 -0.81196
8 H 0.33826 -1.71729 -1.20371

Results
2S+1: 1
highest occupied orbital energy (spin up / spin down): -16.3 / -16.3 eV
total charge: +1
ΔE to the lowest compared entry with this formula, charge and spin: 0.0 kcal per mole
E_tot: -7598.8267 eV
HOMO-LUMO gap (spin up / spin down): 8.583 / 8.579 eV

# 18
ORCA calculation (wB97M-V/def2-TZVPD) on an isolated ion of composition C3H2N3O2 and charge -1.

Positions of all 10 atoms, in Å:
1 O -2.22967 -1.30355 -0.13642
2 C -2.00030 -0.10708 -0.00056
3 O -2.68057 0.89176 0.08510
4 C -0.30898 0.14144 0.09568
5 N 0.38670 1.25387 -0.09322
6 C 1.66083 0.83507 -0.12688
7 N 1.82193 -0.46356 0.02398
8 N 0.54640 -0.88890 0.16292
9 H 2.48836 1.50501 -0.27728
10 H 0.31530 -1.86406 0.26667

Results
2S+1: 1
SMILES string: O=C([O-])c1ncn[nH]1
highest occupied orbital energy: -4.9 eV
total charge: -1
ΔE to the lowest compared entry with this formula, charge and spin: 0.0 kcal per mole
E_tot: -11710.4108 eV
HOMO-LUMO gap: 9.086 eV

# 19
ORCA calculation (wB97M-V/def2-TZVPD) on one molecule with the formula C3H2N4O.

Positions of all 10 atoms, in Å:
1 O 1.93753 -0.59321 -0.49950
2 C 0.95327 0.26212 -0.38216
3 C 0.50306 1.30316 0.76868
4 N -0.61052 0.92579 1.28102
5 N -0.67789 -0.50793 1.26334
6 C -1.04475 -1.07749 0.16065
7 N -1.16735 -0.34291 -1.28198
8 N -0.06145 0.17309 -1.39451
9 H 0.76079 2.29126 1.32126
10 H -1.11011 -2.20852 0.31660

Results
2S+1: 1
SMILES string: O=c1cnncnn1
highest occupied orbital energy: -10.0 eV
total charge: 0
ΔE to the lowest compared entry with this formula, charge and spin: 105.0 kcal per mole
E_tot: -11144.7180 eV
HOMO-LUMO gap: 8.748 eV

# 20
ORCA calculation (wB97M-V/def2-TZVPD) on one molecule with the formula C3H2N4O.

Positions of all 10 atoms, in Å:
1 O -0.08167 -1.88957 0.98454
2 C 0.36758 -1.15058 0.21053
3 C -0.06624 -1.02369 -1.07042
4 C -0.62144 0.17699 -1.29977
5 N -0.95695 1.22419 -0.54656
6 N -0.46151 1.63423 0.51909
7 N 0.80362 1.20294 0.81300
8 N 1.19963 0.00935 0.54999
9 H -0.50701 -1.83615 -1.79186
10 H -1.01253 0.44146 -2.47520

Results
2S+1: 1
SMILES string: O=c1ccnnnn1
highest occupied orbital energy: -9.9 eV
total charge: 0
ΔE to the lowest compared entry with this formula, charge and spin: 102.1 kcal per mole
E_tot: -11144.8432 eV
HOMO-LUMO gap: 8.021 eV